# 1
73
Properties=species:S:1:pos:R:3 method="wB97M-V/def2-TZVPD" lumo_energy_ev=-0.76
P 2.314 -1.389 -0.667
Al -7.773 0.745 1.417
O -5.555 3.686 2.350
O -5.267 2.575 0.299
C -3.233 3.100 1.514
C 1.278 -2.154 -1.895
C 4.599 1.183 0.326
C 4.154 -3.648 -0.577
C 3.147 -2.767 0.167
C -2.850 1.925 2.563
C 3.588 -0.415 -1.449
C -7.694 2.336 2.725
C -0.864 -0.721 -2.323
C 4.574 2.524 -0.393
C -6.985 3.654 2.101
C 2.483 -5.547 -1.071
C 0.478 0.553 0.612
C -4.820 3.111 1.318
C 4.809 -0.001 -0.617
C 3.614 -4.667 -1.585
C 0.410 -1.361 -2.871
C -1.695 -1.605 -1.403
C 1.451 -0.625 0.691
C 0.884 1.763 -0.234
C 1.272 2.974 0.605
H 2.053 2.726 1.333
H 0.406 3.356 1.150
H 3.685 1.059 0.909
H 0.106 -2.052 -3.666
H 4.890 -3.019 -1.086
H -7.162 2.018 3.695
H 0.034 2.067 -0.852
H 3.971 -1.044 -2.262
H -0.485 0.182 0.258
H 1.639 3.779 -0.035
H 2.827 -6.187 -0.255
H -2.935 4.120 1.934
H -8.757 2.624 3.062
H 5.149 -0.854 -0.023
H -2.522 -1.029 -0.981
H -1.116 -1.995 -0.561
H -7.426 4.530 2.701
H -1.488 -0.410 -3.165
H -2.545 0.996 1.982
H 0.685 -2.942 -1.424
H -2.686 2.877 0.535
H 0.270 0.879 1.636
H 1.686 1.513 -0.928
H 5.630 0.240 -1.298
H -0.599 0.204 -1.813
H -3.741 1.621 3.202
H 1.016 -0.589 -3.355
H -2.117 -2.452 -1.950
H 5.420 1.202 1.050
H 4.443 -5.317 -1.884
H 1.978 -2.678 -2.550
H 2.379 -3.387 0.640
H 2.205 -0.377 1.446
H 2.119 -6.192 -1.874
H -2.004 2.323 3.212
H -7.285 3.845 1.024
H -8.895 -0.328 1.779
H -7.959 1.381 -0.059
H 3.306 -4.166 -2.505
H 5.534 2.723 -0.878
H 0.880 -1.442 1.152
H 3.688 -2.310 1.004
H -6.286 0.101 1.427
H 4.711 -4.210 0.181
H 3.795 2.565 -1.159
H 1.631 -4.966 -0.715
H 4.390 3.332 0.319
H 3.161 0.452 -1.957

***

# 2
102
Properties=species:S:1:pos:R:3 method="wB97M-V/def2-TZVPD" lumo_energy_ev=-6.27
Cs 1.412 -2.150 3.140
S -1.835 -5.052 4.023
S 0.301 -6.084 -0.195
F -6.198 1.309 -5.799
F 0.792 -0.613 -1.637
F 1.076 -2.545 -2.911
F -7.231 2.351 -7.618
F -5.034 2.907 -7.048
F -6.805 3.568 -5.664
F 2.693 -1.806 -1.555
F 1.689 -0.957 -4.173
O -3.496 -3.502 -0.113
O 5.703 -2.633 -2.018
O -0.029 -7.526 0.121
O 0.861 -2.664 -0.573
O 4.577 1.206 0.283
O -7.201 5.190 0.492
O 0.888 -5.976 -1.562
O -2.800 1.330 -2.602
O 5.244 -3.818 -0.301
O -1.261 -5.390 -0.103
O 1.039 -5.194 1.046
O 4.293 -4.225 -2.171
O 3.321 -4.481 3.939
O -4.150 2.589 -3.919
O 7.772 5.107 1.039
O 8.660 2.306 1.391
N 5.080 -3.558 -1.501
N -6.631 3.414 -1.419
N -2.629 -2.446 2.073
C -5.322 5.392 -1.983
C -0.521 -5.598 2.821
C 7.336 1.873 1.111
C -2.821 -2.836 5.409
C 9.158 3.206 0.405
C -0.481 -3.195 -0.726
C 3.777 -5.087 2.848
C 9.115 4.647 0.898
C -3.092 2.052 -3.722
C -1.039 0.975 -4.106
C -0.058 -4.470 1.743
C -7.587 5.580 -0.826
C 5.026 -5.900 3.262
C 1.286 -1.930 -1.693
C -1.896 2.109 -4.631
C 7.345 5.122 2.393
C -1.029 -4.076 0.527
C -1.423 0.926 -2.646
C -6.314 6.103 1.141
C -1.413 -3.442 4.858
C -6.731 4.841 -1.861
B -2.445 -3.321 0.854
B -6.316 2.532 -6.536
Be -0.237 -2.164 6.359
H -4.822 4.939 -2.844
H 9.666 4.755 1.839
H -0.836 1.622 -2.037
H -6.426 7.127 0.777
H 6.954 1.351 1.989
H -3.080 -1.558 1.795
H 0.416 -5.847 3.438
H 8.607 3.098 -0.536
H -0.833 -2.690 4.203
H -2.186 1.948 -5.669
H 9.595 5.290 0.153
H -1.321 -0.077 -2.232
H 5.436 -6.417 2.387
H -4.127 -2.766 0.075
H 4.218 0.498 -0.267
H -1.406 3.078 -4.514
H 7.343 1.179 0.266
H -2.905 -2.894 6.543
H -1.177 -2.280 -0.843
H -6.530 6.085 2.210
H -5.894 2.886 -1.907
H -0.641 -3.819 -1.665
H -7.218 4.845 -2.839
H -3.348 -2.950 2.631
H 4.784 -6.660 4.009
H 10.200 2.929 0.218
H -0.825 -3.717 5.815
H -3.662 -3.513 5.005
H 5.816 -5.259 3.663
H 0.484 -3.507 2.154
H -6.431 3.412 -0.409
H 3.116 -5.807 2.337
H 6.269 5.297 2.409
H 0.030 1.121 -4.265
H 7.551 4.171 2.892
H 6.673 2.714 0.891
H -7.519 2.920 -1.531
H -5.336 6.473 -2.133
H -0.865 -6.575 2.356
H -5.283 5.770 0.999
H -4.710 5.179 -1.103
H 7.843 5.936 2.932
H -8.627 5.257 -0.944
H 4.113 -4.453 1.995
H -3.042 -1.800 4.986
H 4.409 2.007 -0.229
H -7.570 6.662 -0.970
H -1.327 0.040 -4.596

***

# 3
88
Properties=species:S:1:pos:R:3 method="wB97M-V/def2-TZVPD" lumo_energy_ev=-3.65 de_lowest_kcal_mol=310.98 charge=+1
I 3.600 -0.475 4.635
P -7.262 -1.187 0.089
P 6.351 4.924 -2.133
O 1.855 1.509 2.956
O -6.223 -2.046 1.050
O 3.073 -3.383 2.334
O -8.130 -0.874 1.552
O 5.428 3.904 -2.843
O 7.382 6.065 -1.340
O -8.359 -2.415 -0.149
O 7.299 3.773 -1.413
O -6.485 -1.468 -1.221
O 5.321 5.153 -0.847
N 2.721 -1.265 0.940
N 4.697 -2.853 0.297
N 0.901 0.304 0.194
N -0.491 -1.398 -0.601
N 0.590 -2.152 -0.087
C -9.403 -0.259 1.418
C -8.167 -3.933 -2.005
C -4.988 -1.446 1.394
C -8.840 -2.689 -1.458
C -5.168 -0.477 2.544
C 0.557 -3.637 -0.146
C 3.296 3.876 -0.613
C -2.213 -4.978 2.000
C 6.978 7.425 -1.382
C 1.500 -1.077 0.391
C 6.466 7.858 -0.021
C 2.783 0.555 2.831
C -0.438 0.122 -0.482
C 3.427 0.035 1.394
C -0.904 -4.346 -0.348
C 1.481 -4.090 -1.463
C -10.501 -1.269 1.697
C 9.508 3.975 -2.355
C 8.267 3.118 -2.211
C -2.047 -3.923 0.749
C 3.917 5.185 -1.063
B 3.512 -2.516 1.183
H 5.434 -2.090 0.378
H 0.946 -4.924 -2.104
H 3.481 3.712 0.453
H -7.079 -3.824 -2.031
H -2.788 -5.944 1.663
H -5.687 -0.956 3.380
H -10.262 -1.881 2.572
H 3.508 6.004 -0.462
H 4.421 -2.832 -0.709
H 9.873 4.300 -1.375
H -9.518 0.185 0.424
H -8.513 -4.150 -3.019
H 7.849 2.864 -3.189
H 10.303 3.424 -2.865
H 9.289 4.879 -2.933
H 1.689 -3.131 -2.142
H -4.308 -2.249 1.695
H 3.455 0.853 0.559
H -8.704 -1.828 -2.121
H -4.550 -0.947 0.525
H -4.201 -0.104 2.892
H 5.465 7.460 0.172
H 8.525 2.181 -1.707
H -5.777 0.380 2.236
H 6.222 7.582 -2.158
H 7.859 8.015 -1.646
H -1.250 0.875 -0.860
H -1.776 -2.872 1.188
H 3.728 3.022 -1.142
H -1.363 -1.710 -1.074
H -0.735 -5.515 -0.248
H -11.459 -0.765 1.862
H -10.631 -1.957 0.857
H -8.382 -4.796 -1.367
H -1.183 -5.195 2.533
H 7.112 7.489 0.781
H -9.452 0.547 2.155
H -2.881 -4.428 2.817
H 3.901 -3.796 2.726
H 4.568 -0.215 1.641
H -1.303 -4.180 -1.457
H 3.679 5.409 -2.109
H 2.217 3.876 -0.786
H 2.519 -4.492 -1.086
H -3.086 -3.780 0.180
H 6.404 8.949 0.041
H -9.919 -2.866 -1.384
H 1.064 -4.201 0.777

***

# 4
87
Properties=species:S:1:pos:R:3 method="wB97M-V/def2-TZVPD" lumo_energy_ev=-4.08 de_lowest_kcal_mol=0.00 charge=+1
Cl 2.384 -4.045 1.426
S -2.206 -5.962 2.956
P 0.036 -7.480 0.052
P -2.305 -5.936 1.055
O -0.952 5.905 4.915
O -1.131 1.909 1.466
O 1.135 -2.940 -3.105
O -0.614 -8.362 1.002
O -3.221 6.820 0.327
O -2.933 -7.186 0.341
O -0.253 -7.837 -1.445
O 5.178 -1.596 -2.463
O -3.071 -4.731 0.383
O 1.584 -7.357 0.199
N -0.873 -3.122 1.620
N -0.619 -3.465 0.237
N -0.698 -5.849 0.276
N 1.091 -4.818 -0.721
C 0.151 3.787 2.173
C 4.708 -3.994 -0.533
C -1.499 8.018 3.967
C 5.606 -0.505 -2.161
C -1.359 -1.047 2.885
C -0.875 3.087 1.324
C -3.842 7.394 -0.539
C -0.960 -3.109 -4.230
C -3.276 6.259 4.548
C 7.068 -0.282 -1.871
C -3.355 8.692 -1.132
C 0.798 -1.337 -4.819
C -1.573 3.944 0.303
C -5.141 6.847 -1.075
C 2.114 -3.858 -0.327
C -0.103 -4.716 -0.048
C 3.351 -4.072 -1.207
C -1.819 6.651 4.520
C 0.396 -2.506 -3.966
C -0.434 -1.745 1.896
C 4.701 0.698 -2.055
H -2.299 3.351 -0.250
H 0.583 3.089 2.887
H -2.417 8.979 -0.665
H -2.797 -7.978 0.892
H -1.136 -3.945 -3.553
H -5.946 7.564 -0.909
H -1.453 -3.276 -0.309
H 4.921 -2.995 -0.159
H 1.791 -0.999 -4.531
H -0.325 4.600 2.722
H 0.600 -1.718 2.251
H -0.017 -7.149 -2.082
H 5.458 -4.182 -1.301
H -4.094 9.479 -0.969
H 5.023 1.472 -2.754
H -0.848 4.369 -0.393
H 0.086 -0.520 -4.694
H 7.196 0.092 -0.853
H -2.365 -1.458 2.823
H -1.997 8.788 4.558
H -0.437 -3.799 2.233
H -3.377 5.259 4.964
H -0.458 -1.210 0.948
H 0.944 4.198 1.545
H -3.686 6.275 3.536
H -3.842 6.962 5.162
H -3.204 8.579 -2.207
H -5.382 5.915 -0.569
H -2.092 4.763 0.803
H -1.370 0.018 2.671
H 3.291 -3.293 -1.965
H -1.849 8.092 2.935
H -5.057 6.665 -2.147
H 3.678 0.408 -2.286
H -0.425 8.182 3.997
H 0.951 -4.761 -1.734
H -3.455 -4.179 1.086
H 3.252 -5.032 -1.716
H 0.808 -1.628 -5.870
H 1.870 -6.873 0.993
H -1.018 -3.467 -5.258
H 7.480 0.455 -2.562
H -1.005 -1.182 3.907
H 7.610 -1.218 -1.980
H 4.740 1.109 -1.045
H 4.856 -4.753 0.233
H -1.738 -2.359 -4.082
H 1.766 -2.838 -0.476

***

# 5
83
Properties=species:S:1:pos:R:3 method="wB97M-V/def2-TZVPD" lumo_energy_ev="3.54 / 3.53" multiplicity=2 de_lowest_kcal_mol=14.94 charge=-2
Sb -1.099 2.297 5.387
Rb -0.958 1.357 1.741
Ge -1.014 0.631 -1.708
S 0.632 -0.743 4.549
S -2.433 5.382 4.462
S -2.650 1.975 7.058
S 0.873 3.118 6.298
Si -2.306 -1.003 -2.880
Si 1.025 0.380 -2.928
Si -1.881 2.553 -2.836
O -1.891 3.458 2.699
N 0.096 -1.882 0.884
N -2.507 -1.437 2.176
N 2.914 0.963 3.237
C 2.026 -1.103 -2.268
C 3.073 -0.169 2.353
C -1.094 4.122 -2.110
C -1.531 -2.746 -2.821
C 2.830 -1.543 2.945
C -0.805 -2.966 1.266
C 2.937 2.213 2.499
C 1.064 0.138 -4.817
C 2.393 -4.227 3.657
C 3.638 -2.574 2.467
C 3.435 -3.903 2.802
C -1.949 3.957 3.815
C -2.260 -2.527 1.230
C -2.729 -0.813 -4.729
C 1.788 -1.875 3.829
C -1.749 2.827 -4.716
C -4.021 -1.178 -2.046
C 1.591 -3.220 4.163
C -3.740 2.682 -2.464
C 2.155 1.880 -2.616
C 3.863 0.976 4.334
H 3.925 2.394 2.037
H 3.598 1.789 5.011
H -0.701 2.899 -5.026
H 3.812 0.034 4.881
H 2.993 -1.196 -2.774
H 1.799 2.755 -3.171
H 1.423 0.357 4.422
H -1.636 5.025 -2.412
H 2.368 -0.034 1.525
H -0.629 -2.783 -3.443
H 0.574 -0.803 -5.094
H -1.084 4.090 -1.017
H 0.788 -3.458 4.852
H 0.530 0.947 -5.325
H -3.924 2.523 -1.397
H 4.444 -2.320 1.786
H 3.190 1.687 -2.915
H -4.794 -0.706 -2.662
H 4.900 1.116 3.977
H -1.819 -0.701 -5.329
H -3.276 -1.689 -5.096
H -4.146 3.663 -2.733
H 2.187 2.190 1.707
H -2.499 -2.167 0.224
H -3.350 0.071 -4.904
H -0.057 4.223 -2.446
H -0.707 -3.857 0.629
H 2.090 0.111 -5.196
H -2.171 -1.687 3.101
H 1.478 -2.042 -2.410
H 1.061 -2.168 1.007
H -1.236 -3.022 -1.801
H 4.083 -4.673 2.399
H -4.033 -0.680 -1.073
H -0.032 -1.645 -0.096
H -3.498 -1.249 2.256
H -0.550 -3.273 2.285
H 4.083 -0.173 1.905
H -4.306 -2.224 -1.893
H 2.215 -0.991 -1.194
H -2.226 -3.508 -3.189
H -4.301 1.918 -3.012
H 2.211 -5.258 3.938
H 2.688 3.027 3.178
H -2.200 2.003 -5.277
H -2.251 3.755 -5.010
H 2.150 2.144 -1.554
H -2.880 -3.412 1.421

***

Ordered DFT total energy results: -42532.412, -105482.271, -77821.549, -90924.231, -159761.481; unit eV.